Entry 1:
{"formula": "C36H30AsBrFN3O10PSTl", "method": "ωB97M-V/def2-TZVPD", "elements": ["Tl", "C", "C", "C", "C", "C", "Br", "N", "C", "H", "H", "H", "H", "H", "H", "O", "As", "O", "O", "C", "C", "C", "C", "C", "C", "S", "O", "O", "O", "H", "H", "H", "H", "H", "C", "C", "C", "C", "C", "C", "P", "C", "C", "C", "C", "C", "C", "C", "C", "C", "C", "C", "C", "H", "H", "H", "H", "H", "H", "H", "H", "H", "H", "H", "H", "H", "H", "H", "F", "C", "C", "N", "C", "C", "O", "O", "C", "O", "N", "C", "O", "H", "H", "H", "H"], "positions_angstrom": [[-0.08, -0.55, -1.81], [4.35, -1.55, 2.16], [3.57, -2.32, 1.14], [4.06, -3.46, 0.51], [3.31, -4.10, -0.46], [2.05, -3.58, -0.72], [0.97, -4.42, -2.03], [1.54, -2.53, -0.12], [2.30, -1.90, 0.77], [5.21, -2.12, 2.52], [3.71, -1.30, 3.01], [4.70, -0.62, 1.73], [5.05, -3.84, 0.77], [3.67, -4.97, -0.98], [1.86, -1.00, 1.19], [-1.77, 3.65, 0.62], [-2.09, 2.45, -0.75], [-3.71, 2.32, -0.65], [-1.01, 1.28, -0.28], [-1.28, 3.54, -2.17], [-0.78, 4.80, -1.85], [0.01, 5.50, -2.74], [0.29, 4.97, -4.00], [-0.23, 3.74, -4.35], [-1.00, 3.03, -3.44], [-1.50, 1.40, -3.94], [-2.26, 1.56, -5.16], [-2.27, 0.85, -2.82], [-0.22, 0.70, -4.14], [-0.89, 3.39, 0.94], [-1.01, 5.20, -0.87], [0.42, 6.46, -2.46], [0.94, 5.52, -4.68], [-0.05, 3.29, -5.32], [-4.08, -6.06, 3.18], [-4.17, -4.69, 3.41], [-3.39, -3.81, 2.68], [-2.52, -4.27, 1.71], [-2.42, -5.64, 1.50], [-3.19, -6.54, 2.23], [-1.43, -3.16, 0.68], [-2.76, -2.21, -0.16], [-2.98, -2.58, -1.49], [-3.94, -1.93, -2.25], [-4.69, -0.91, -1.68], [-4.50, -0.56, -0.36], [-3.54, -1.21, 0.41], [-0.85, -2.12, 2.08], [-0.24, -2.80, 3.14], [0.35, -2.11, 4.18], [0.36, -0.72, 4.17], [-0.21, -0.04, 3.11], [-0.81, -0.73, 2.06], [-4.69, -6.75, 3.74], [-4.86, -4.32, 4.16], [-3.46, -2.75, 2.88], [-1.72, -6.01, 0.75], [-3.09, -7.60, 2.06], [-2.38, -3.37, -1.93], [-4.08, -2.20, -3.28], [-5.40, -0.37, -2.28], [-5.06, 0.25, 0.07], [-3.40, -0.92, 1.44], [-0.23, -3.89, 3.13], [0.81, -2.66, 4.99], [0.83, -0.18, 4.98], [-0.18, 1.04, 3.07], [-1.20, -0.17, 1.22], [4.67, 6.02, -2.80], [4.13, 5.46, -1.69], [3.30, 4.40, -1.81], [2.67, 3.84, -0.74], [1.95, 2.60, -0.96], [2.96, 1.43, -1.33], [4.13, 1.77, -1.54], [2.42, 0.30, -1.36], [3.00, 4.22, 0.54], [2.57, 3.70, 1.55], [3.85, 5.31, 0.61], [4.49, 6.00, -0.42], [5.25, 6.93, -0.17], [3.08, 3.98, -2.78], [1.27, 2.71, -1.80], [1.40, 2.33, -0.06], [4.09, 5.59, 1.55]], "orbital_gap_ev": 7.1, "total_charge": -2, "lumo_energy_ev": 3.783}

***

Entry 2:
{"formula": "C36H30Cl5N2P2Pt", "method": "ωB97M-V/def2-TZVPD", "elements": ["Pt", "C", "C", "P", "C", "C", "C", "C", "C", "C", "C", "C", "C", "C", "C", "C", "C", "P", "C", "C", "C", "C", "C", "C", "C", "C", "C", "C", "C", "C", "H", "H", "H", "H", "H", "H", "H", "H", "H", "H", "H", "H", "H", "H", "H", "H", "H", "H", "H", "H", "H", "H", "H", "H", "H", "H", "Cl", "C", "C", "C", "Cl", "C", "Cl", "C", "Cl", "C", "Cl", "N", "C", "C", "N", "C", "H", "H", "H", "H"], "positions_angstrom": [[-0.34, -0.12, -0.86], [0.37, -0.84, 2.97], [-0.58, 0.34, 2.72], [-2.36, -0.13, 2.50], [-2.37, -1.40, 1.19], [-2.32, -2.74, 1.54], [-2.39, -3.72, 0.55], [-2.53, -3.37, -0.79], [-2.62, -2.04, -1.14], [-2.51, -1.03, -0.17], [-3.13, -0.83, 3.97], [-2.72, -0.50, 5.27], [-3.42, -1.00, 6.35], [-4.56, -1.78, 6.14], [-5.00, -2.05, 4.85], [-4.31, -1.56, 3.77], [1.57, -0.83, 2.01], [1.19, -1.58, 0.36], [2.76, -1.71, -0.58], [3.87, -2.28, 0.04], [5.03, -2.47, -0.68], [5.10, -2.12, -2.02], [3.99, -1.57, -2.65], [2.82, -1.37, -1.93], [0.84, -3.32, 0.70], [0.47, -4.11, -0.40], [0.30, -5.47, -0.26], [0.49, -6.07, 0.98], [0.85, -5.29, 2.08], [1.02, -3.93, 1.94], [-0.17, -1.78, 2.87], [0.75, -0.79, 3.99], [-0.31, 0.87, 1.80], [-0.53, 1.06, 3.54], [-2.26, -3.04, 2.58], [-2.37, -4.76, 0.83], [-2.61, -4.14, -1.54], [-2.87, -1.76, -2.16], [-2.86, -0.03, -0.41], [-1.85, 0.12, 5.43], [-3.10, -0.77, 7.35], [-5.12, -2.14, 6.99], [-5.91, -2.62, 4.70], [-4.67, -1.74, 2.77], [2.40, -1.40, 2.43], [1.93, 0.19, 1.84], [3.83, -2.57, 1.08], [5.89, -2.89, -0.19], [6.01, -2.27, -2.57], [4.04, -1.29, -3.69], [1.95, -0.95, -2.41], [0.33, -3.63, -1.37], [0.03, -6.08, -1.12], [0.36, -7.13, 1.10], [1.00, -5.75, 3.04], [1.32, -3.35, 2.80], [-3.07, 2.09, 0.78], [-1.62, 2.77, 0.15], [-0.62, 1.98, -0.41], [0.53, 2.64, -0.84], [1.77, 1.64, -1.51], [0.72, 4.02, -0.75], [2.18, 4.74, -1.27], [-0.32, 4.80, -0.21], [-0.14, 6.48, -0.08], [-1.50, 4.17, 0.24], [-2.78, 5.12, 0.88], [-0.60, -1.06, -5.18], [-1.07, 0.21, -5.16], [-1.08, 0.59, -3.85], [-0.63, -0.44, -3.09], [-0.35, -1.43, -3.92], [-0.48, -1.63, -6.01], [-1.35, 0.74, -6.05], [-1.38, 1.53, -3.42], [0.04, -2.40, -3.64]], "orbital_gap_ev": [8.2, 5.1], "total_charge": 3, "lumo_energy_ev": [-8.017, -11.335], "spin_multiplicity": 5, "s2": 6.03}

***

Entry 3:
{"formula": "C36H30NO2PSV", "method": "ωB97M-V/def2-TZVPD", "elements": ["V", "C", "C", "C", "C", "C", "C", "C", "C", "S", "C", "N", "C", "C", "C", "C", "C", "C", "C", "C", "H", "H", "H", "H", "H", "H", "H", "H", "H", "H", "H", "H", "H", "H", "H", "H", "O", "C", "O", "C", "C", "C", "C", "C", "C", "P", "C", "C", "C", "C", "C", "C", "C", "C", "C", "C", "C", "C", "H", "H", "H", "H", "H", "H", "H", "H", "H", "H", "H", "H", "H", "H"], "positions_angstrom": [[-0.03, 1.39, 1.36], [0.41, 1.70, -5.78], [0.12, 2.67, -4.63], [1.44, 3.02, -3.95], [-0.48, 3.95, -5.22], [-0.89, 2.06, -3.66], [-2.15, 1.61, -4.14], [-3.13, 1.11, -3.31], [-2.86, 1.07, -1.94], [-3.86, 0.56, -0.61], [-2.64, 0.95, 0.51], [-1.53, 1.40, -0.06], [-1.64, 1.48, -1.46], [-0.64, 1.97, -2.30], [-2.73, 0.87, 1.99], [-3.90, 0.53, 2.64], [-3.94, 0.58, 4.03], [-2.82, 0.99, 4.73], [-1.63, 1.31, 4.08], [-1.56, 1.24, 2.68], [1.08, 2.17, -6.51], [-0.49, 1.40, -6.31], [0.91, 0.80, -5.42], [2.14, 3.42, -4.68], [1.91, 2.15, -3.49], [1.32, 3.79, -3.18], [0.22, 4.42, -5.91], [-0.72, 4.68, -4.44], [-1.40, 3.75, -5.78], [-2.35, 1.68, -5.20], [-4.08, 0.80, -3.72], [0.29, 2.32, -1.89], [-4.79, 0.23, 2.10], [-4.85, 0.32, 4.55], [-2.86, 1.05, 5.81], [-0.77, 1.60, 4.66], [3.51, 2.31, 3.02], [2.70, 1.48, 2.82], [1.50, 1.82, 2.20], [2.81, 0.03, 3.21], [3.82, -0.23, 4.12], [4.07, -1.53, 4.56], [3.32, -2.57, 4.05], [2.31, -2.32, 3.13], [2.04, -1.03, 2.70], [0.74, -0.87, 1.42], [1.55, -1.28, -0.14], [2.93, -1.43, -0.24], [3.51, -1.71, -1.47], [2.72, -1.84, -2.60], [1.34, -1.70, -2.51], [0.76, -1.40, -1.29], [-0.44, -2.19, 1.78], [-1.14, -2.13, 2.99], [-2.07, -3.10, 3.30], [-2.34, -4.13, 2.41], [-1.65, -4.20, 1.21], [-0.70, -3.23, 0.89], [4.41, 0.59, 4.50], [4.85, -1.72, 5.28], [3.51, -3.59, 4.37], [1.74, -3.15, 2.74], [3.56, -1.35, 0.64], [4.59, -1.82, -1.54], [3.18, -2.07, -3.56], [0.72, -1.82, -3.38], [-0.32, -1.28, -1.24], [-0.95, -1.33, 3.70], [-2.60, -3.05, 4.25], [-3.07, -4.89, 2.65], [-1.84, -5.00, 0.51], [-0.16, -3.30, -0.04]], "orbital_gap_ev": [8.0, 8.1], "total_charge": 1, "lumo_energy_ev": [-3.336, -3.351], "spin_multiplicity": 3, "s2": 2.02}

***

Entry 4:
{"formula": "C36H31AsClN2O5PRuS", "method": "ωB97M-V/def2-TZVPD", "elements": ["Ru", "O", "C", "O", "C", "C", "C", "C", "C", "N", "C", "O", "O", "H", "H", "H", "H", "C", "C", "O", "H", "H", "H", "Cl", "S", "C", "N", "C", "C", "As", "C", "C", "C", "C", "C", "C", "C", "C", "C", "C", "C", "C", "P", "C", "C", "C", "C", "C", "C", "C", "C", "C", "C", "C", "C", "H", "H", "H", "H", "H", "H", "H", "H", "H", "H", "H", "H", "H", "H", "H", "H", "H", "H", "H", "H", "H", "H", "H", "H"], "positions_angstrom": [[-2.41, 0.03, -0.28], [-4.56, -2.31, 2.41], [-3.97, -1.19, 2.07], [-2.92, -1.16, 1.43], [-4.54, 0.06, 2.60], [-4.77, 0.36, 3.91], [-4.64, 1.68, 4.35], [-4.01, 2.61, 3.50], [-3.79, 2.30, 2.18], [-4.40, 1.14, 1.71], [-2.70, 2.92, 1.32], [-2.42, 4.10, 1.49], [-2.16, 2.08, 0.53], [-4.23, -3.03, 1.80], [-4.92, -0.45, 4.62], [-4.81, 1.93, 5.39], [-3.56, 3.52, 3.88], [-4.96, 2.15, -0.50], [-4.70, 0.93, 0.36], [-4.91, -0.20, -0.04], [-5.35, 1.78, -1.44], [-4.05, 2.72, -0.70], [-5.69, 2.79, 0.00], [-1.97, 1.10, -2.35], [-2.65, -1.99, -1.58], [-3.36, -3.07, -0.53], [-3.86, -3.81, 0.21], [0.92, -0.14, -1.26], [0.71, -1.27, -2.25], [2.19, -1.60, -3.52], [3.63, -1.66, -2.19], [3.93, -2.91, -1.66], [4.88, -3.05, -0.66], [5.56, -1.94, -0.19], [5.28, -0.69, -0.72], [4.33, -0.55, -1.71], [2.41, 0.21, -4.21], [3.64, 0.64, -4.71], [3.78, 1.89, -5.28], [2.69, 2.74, -5.38], [1.45, 2.32, -4.90], [1.31, 1.07, -4.33], [-0.27, -0.22, 0.13], [0.34, -1.75, 0.96], [-0.42, -2.90, 1.12], [0.14, -4.05, 1.66], [1.48, -4.08, 2.02], [2.26, -2.94, 1.86], [1.69, -1.79, 1.33], [0.36, 1.04, 1.28], [0.89, 2.24, 0.82], [1.24, 3.25, 1.71], [1.04, 3.07, 3.07], [0.49, 1.89, 3.54], [0.15, 0.88, 2.65], [0.75, 0.82, -1.75], [1.92, -0.13, -0.83], [-0.19, -1.10, -2.84], [0.56, -2.23, -1.75], [3.40, -3.79, -2.03], [5.08, -4.03, -0.25], [6.30, -2.05, 0.60], [5.81, 0.18, -0.35], [4.11, 0.44, -2.11], [4.50, -0.02, -4.64], [4.75, 2.21, -5.65], [2.80, 3.72, -5.82], [0.59, 2.98, -4.97], [0.33, 0.78, -3.95], [-1.46, -2.89, 0.85], [-0.48, -4.93, 1.78], [1.92, -4.98, 2.43], [3.30, -2.94, 2.13], [2.31, -0.90, 1.21], [1.00, 2.41, -0.25], [1.63, 4.18, 1.33], [1.29, 3.87, 3.76], [0.31, 1.75, 4.60], [-0.30, -0.04, 3.02]], "orbital_gap_ev": [7.1, 6.4], "total_charge": -1, "lumo_energy_ev": [2.503, 1.322], "spin_multiplicity": 2, "s2": 0.79}

***

Going through the records in order, we get ΔE to the lowest compared entry with this formula, charge and spin values of 21.78, 10.16, 0.00, 29.51 kcal/mol.